65
Properties=species:S:1:pos:R:3 method="wB97M-V/def2-TZVPD" lumo_ha="-0.012 / -0.027" total_energy_ev=-89489.1332 e_homo_ev="-6.54 / -8.08" multiplicity=2 relative_energy_ev=0.000
Ti 0.522 0.391 -0.913
O 1.768 -2.917 -3.173
C 1.573 -1.692 -2.671
O 0.896 -1.534 -1.594
C 2.112 -0.560 -3.288
C 2.900 -0.456 -4.457
C 3.336 0.780 -4.844
C 3.004 1.926 -4.078
C 2.233 1.752 -2.964
N 1.785 0.554 -2.571
C 1.783 2.828 -2.018
O 2.093 3.989 -2.131
O 1.035 2.324 -1.066
H 1.283 -3.545 -2.621
H 3.142 -1.349 -5.015
H 3.940 0.885 -5.734
H 3.336 2.919 -4.341
I -7.012 0.877 -0.297
C -5.012 0.811 -0.893
C -4.627 -0.044 -1.912
C -3.291 -0.099 -2.281
I -2.668 -1.410 -3.778
C -2.330 0.692 -1.650
O -1.048 0.611 -1.968
C -2.745 1.560 -0.626
C -1.698 2.412 0.034
N -0.618 1.601 0.645
C -1.054 0.833 1.815
C -1.577 -0.500 1.366
C -2.603 -1.148 2.035
C -3.088 -2.338 1.529
C -2.524 -2.843 0.368
C -1.486 -2.149 -0.220
N -1.008 -1.000 0.267
C -4.077 1.612 -0.253
H -5.352 -0.672 -2.411
H -1.214 3.054 -0.701
H -2.162 3.045 0.797
H 0.131 2.238 0.907
H -0.200 0.685 2.480
H -1.823 1.367 2.381
H -3.026 -0.701 2.925
H -3.904 -2.852 2.020
H -2.882 -3.757 -0.085
H -1.020 -2.502 -1.127
H -4.383 2.279 0.543
O 1.730 0.120 0.472
C 2.245 0.603 1.617
C 2.854 1.854 1.643
C 3.345 2.360 2.837
C 3.225 1.630 4.013
C 2.615 0.386 3.987
C 2.124 -0.144 2.797
C 1.445 -1.444 2.827
N 0.877 -1.952 3.903
C 0.376 -3.168 3.516
C 0.657 -3.401 2.200
N 1.341 -2.294 1.772
H 2.930 2.421 0.724
H 3.820 3.332 2.846
H 3.609 2.027 4.943
H 2.501 -0.201 4.888
H -0.146 -3.808 4.208
H 0.433 -4.227 1.550
H 1.579 -2.051 0.823

***

62
Properties=species:S:1:pos:R:3 method="wB97M-V/def2-TZVPD" lumo_ha="-0.110 / -0.232" total_energy_ev=-63970.5992 e_homo_ev="-10.76 / -10.76" multiplicity=3 total_charge=+1 relative_energy_ev=0.304
Au -0.162 1.236 -0.092
C 3.291 -4.830 -2.594
C 1.840 -4.698 -3.030
C 1.131 -6.046 -3.038
C -0.263 -5.894 -3.625
C -1.018 -4.804 -2.911
C -2.394 -4.802 -2.906
C -3.099 -3.824 -2.212
F -4.433 -3.864 -2.222
C -2.457 -2.837 -1.519
C -1.056 -2.815 -1.519
C -0.377 -1.730 -0.816
O -1.086 -0.816 -0.292
C 1.030 -1.833 -0.763
C 1.675 -2.832 -1.452
N 1.066 -3.759 -2.181
C -0.324 -3.796 -2.211
C 1.904 -0.926 0.080
O 3.062 -1.248 0.248
O 1.357 0.110 0.646
H 3.748 -5.619 -3.189
H 3.369 -5.109 -1.542
H 3.866 -3.921 -2.768
H 1.812 -4.286 -4.044
H 1.074 -6.431 -2.017
H 1.714 -6.749 -3.631
H -0.817 -6.830 -3.555
H -0.193 -5.646 -4.689
H -2.939 -5.575 -3.434
H -3.003 -2.078 -0.979
H 2.753 -2.859 -1.391
C -0.176 1.282 4.456
Te -0.602 2.265 2.565
C 1.461 2.764 2.646
C 1.930 2.552 4.057
C 3.164 3.038 4.474
C 3.565 2.874 5.788
C 2.734 2.230 6.695
C 1.512 1.729 6.282
C 1.111 1.870 4.957
H -0.062 0.216 4.232
H -0.995 1.385 5.167
H 1.566 3.793 2.303
H 1.983 2.109 1.942
H 3.801 3.553 3.764
H 4.523 3.261 6.109
H 3.037 2.121 7.728
H 0.863 1.217 6.982
I -5.222 8.284 -2.658
C -3.987 6.785 -1.858
C -4.015 5.511 -2.410
C -3.182 4.534 -1.895
C -2.333 4.829 -0.831
C -2.325 6.108 -0.280
C -3.151 7.091 -0.794
C -1.434 3.787 -0.271
O -0.763 4.026 0.759
O -1.404 2.661 -0.890
H -4.679 5.288 -3.233
H -3.181 3.536 -2.310
H -1.664 6.321 0.549
H -3.144 8.088 -0.375

***

68
Properties=species:S:1:pos:R:3 method="wB97M-V/def2-TZVPD" lumo_ha=-0.116 total_energy_ev=-134441.9354 e_homo_ev=-7.19 relative_energy_ev=4.282
O 4.281 -0.913 -2.474
C 3.164 -0.982 -2.176
Co 1.511 -0.962 -1.636
C 1.021 -0.090 -3.254
O 1.292 -0.436 -4.365
C 1.910 -0.832 0.064
O 2.183 -0.814 1.191
C 1.278 2.486 -1.112
C 2.617 2.437 -0.587
C 2.777 2.369 0.810
C 4.043 2.467 1.381
C 5.169 2.625 0.567
C 5.023 2.680 -0.824
C 3.759 2.582 -1.405
C 0.323 2.023 -1.886
C 0.023 1.168 -3.028
Co -0.149 3.603 -1.165
C -0.562 3.578 0.554
O -0.777 3.537 1.694
C -1.486 3.688 -2.288
O -2.356 3.710 -3.055
C 0.388 5.245 -1.381
O 0.716 6.342 -1.535
H 1.884 2.258 1.428
H 4.136 2.421 2.466
H 6.160 2.709 1.019
H 5.900 2.801 -1.463
H 3.629 2.634 -2.489
H -1.001 1.061 -3.441
H 0.371 1.836 -3.876
C -4.167 3.804 0.780
O -3.913 2.633 1.593
C -3.177 1.594 1.114
C -2.621 1.558 -0.186
C -1.755 0.516 -0.506
C -1.495 -0.467 0.479
N -0.733 -1.481 -0.076
C -0.275 -2.686 0.511
O 0.616 -3.336 -0.020
O -0.870 -3.015 1.663
C -0.518 -4.313 2.303
C 0.974 -4.441 2.498
C -1.036 -5.442 1.439
C -1.218 -4.279 3.650
C -0.389 -1.181 -1.438
B -0.871 -2.574 -2.487
F -1.434 -1.932 -3.586
F 0.284 -3.251 -2.797
F -1.792 -3.283 -1.746
C -1.157 0.069 -1.769
C -2.104 -0.488 1.725
C -2.971 0.533 2.038
H -4.774 4.445 1.424
H -3.221 4.302 0.523
H -4.715 3.529 -0.131
H -2.900 2.295 -0.947
H 1.371 -3.588 3.063
H 1.178 -5.358 3.063
H 1.473 -4.506 1.528
H -2.125 -5.374 1.331
H -0.560 -5.405 0.453
H -0.791 -6.397 1.916
H -2.305 -4.187 3.530
H -1.011 -5.208 4.193
H -0.852 -3.441 4.257
H -1.944 -0.152 -2.509
H -1.929 -1.309 2.403
H -3.498 0.587 2.986

***

64
Properties=species:S:1:pos:R:3 method="wB97M-V/def2-TZVPD" lumo_ha="0.015 / -0.083" total_energy_ev=-62758.6756 e_homo_ev="-6.46 / -8.79" multiplicity=5 relative_energy_ev=1.076
Rh 0.375 0.451 1.796
N 1.392 -0.404 5.943
C 0.887 -0.461 4.701
S -0.220 0.712 4.131
N 1.246 -1.539 3.975
N 0.791 -1.469 2.753
C 0.687 -2.670 1.998
C 1.409 -3.900 2.330
C 1.340 -4.482 3.599
C 2.013 -5.663 3.862
C 2.771 -6.276 2.874
C 2.851 -5.704 1.613
C 2.174 -4.526 1.342
C -0.236 -2.551 0.947
C -0.669 -3.638 0.150
C -1.619 -3.429 -0.818
C -2.149 -2.150 -0.995
C -1.685 -1.126 -0.182
N -0.758 -1.299 0.748
H 1.298 0.439 6.479
H 2.082 -1.087 6.209
H 0.744 -4.014 4.369
H 1.941 -6.110 4.845
H 3.299 -7.197 3.087
H 3.449 -6.170 0.840
H 2.253 -4.066 0.364
H -0.265 -4.623 0.332
H -1.961 -4.255 -1.429
H -2.897 -1.937 -1.746
H -2.074 -0.120 -0.291
O 2.599 0.074 -1.445
C 1.580 0.716 -1.357
N 0.966 1.408 -2.381
C -0.216 2.132 -1.958
C -0.234 1.689 -0.488
O -1.083 1.960 0.379
N 0.783 0.881 -0.227
C -1.499 1.621 -2.622
C -2.731 2.126 -2.213
C -3.904 1.652 -2.777
C -3.862 0.674 -3.765
C -2.638 0.173 -4.177
C -1.461 0.640 -3.603
C -0.078 3.642 -2.135
C 0.466 4.134 -3.318
C 0.577 5.498 -3.533
C 0.138 6.392 -2.566
C -0.410 5.909 -1.389
C -0.521 4.542 -1.173
H 1.460 1.566 -3.241
H -2.771 2.884 -1.441
H -4.855 2.049 -2.447
H -4.779 0.309 -4.209
H -2.592 -0.589 -4.945
H -0.512 0.220 -3.909
H 0.802 3.454 -4.093
H 1.004 5.862 -4.458
H 0.226 7.458 -2.731
H -0.750 6.598 -0.626
H -0.940 4.174 -0.246
F 1.779 2.909 1.214
C 1.428 2.129 2.266
F 2.591 1.608 2.775
H 0.968 2.772 3.014

***

78
Properties=species:S:1:pos:R:3 method="wB97M-V/def2-TZVPD" lumo_ha=-0.136 total_energy_ev=-109660.8122 e_homo_ev=-11.54 total_charge=+1 relative_energy_ev=1.632
Ta -0.138 -0.993 -0.049
O -1.647 -0.560 0.829
C -2.826 0.071 0.756
C -3.867 -0.235 1.623
C -5.086 0.402 1.501
C -5.284 1.365 0.519
C -4.239 1.710 -0.315
C -2.999 1.080 -0.207
C -1.864 1.508 -1.009
N -0.747 0.817 -1.231
C 0.092 1.614 -1.980
C -0.531 2.793 -2.220
N -1.761 2.704 -1.612
H -3.703 -0.977 2.393
H -5.891 0.149 2.177
H -6.243 1.854 0.417
H -4.390 2.468 -1.074
H 1.067 1.255 -2.265
H -0.214 3.669 -2.756
H -2.437 3.445 -1.546
C 3.856 5.442 4.338
C 3.101 4.294 3.735
C 2.576 3.284 4.538
C 1.842 2.248 3.985
C 1.640 2.230 2.617
C 2.143 3.228 1.791
C 2.881 4.248 2.355
S 0.548 1.035 1.926
O 0.194 0.035 2.890
O -0.522 1.818 1.360
N 1.259 0.277 0.620
C 2.640 0.352 0.330
C 3.625 0.337 1.320
C 4.950 0.370 0.926
C 5.260 0.387 -0.425
C 4.212 0.378 -1.329
N 2.933 0.378 -0.966
H 4.198 5.205 5.343
H 3.205 6.317 4.401
H 4.715 5.715 3.727
H 2.731 3.314 5.609
H 1.413 1.460 4.591
H 1.936 3.188 0.728
H 3.279 5.031 1.722
H 3.355 0.246 2.362
H 5.733 0.370 1.673
H 6.285 0.394 -0.766
H 4.392 0.371 -2.398
O 0.692 -1.338 -1.870
N -0.026 -1.621 -2.917
N -1.250 -1.749 -2.672
O -1.720 -1.629 -1.456
C -2.190 -1.862 -3.747
C -3.444 -1.294 -3.561
C -4.350 -1.309 -4.607
C -4.005 -1.902 -5.814
C -2.762 -2.499 -5.968
C -1.837 -2.479 -4.937
H -3.684 -0.845 -2.608
H -5.323 -0.859 -4.473
H -4.712 -1.909 -6.632
H -2.509 -2.991 -6.897
H -0.865 -2.939 -5.043
F 3.924 -3.155 1.268
C 2.796 -3.428 0.643
F 2.603 -2.475 -0.283
F 2.895 -4.588 0.027
S 1.327 -3.412 1.838
O 0.651 -2.165 1.412
O 1.866 -3.415 3.142
N 0.516 -4.695 1.476
S -0.347 -4.692 0.148
O -0.338 -5.921 -0.548
O -0.057 -3.480 -0.623
C -2.072 -4.441 0.806
F -2.955 -4.346 -0.173
F -2.435 -5.386 1.646
F -2.062 -3.269 1.471

***

61
Properties=species:S:1:pos:R:3 method="wB97M-V/def2-TZVPD" lumo_ha=-0.007 total_energy_ev=-48427.8988 e_homo_ev=-8.41 smiles="O=C(c1ccc2c(c1)OCO2)N1CCC2(CC1)Oc1ccc(F)cc1C(=O)[C@]21CC(c2ccccc2)=NO1"
O 0.945 3.188 1.788
C 1.111 2.500 0.795
N 0.152 2.422 -0.168
C 0.154 1.534 -1.312
H 0.757 0.649 -1.092
C -1.266 1.130 -1.711
H -1.228 0.226 -2.319
H -1.719 1.909 -2.327
C -2.247 0.908 -0.546
C -2.173 2.070 0.471
H -1.942 1.688 1.467
C -1.108 3.095 0.071
H -0.952 3.806 0.884
H -1.406 3.637 -0.829
H -3.147 2.559 0.519
C -2.046 -0.461 0.144
C -0.709 -0.680 0.857
C -0.054 -1.662 -0.085
N -0.849 -2.070 -0.995
O -2.073 -1.485 -0.888
C 1.318 -2.123 0.017
C 1.987 -2.110 1.240
C 3.278 -2.596 1.327
C 3.926 -3.070 0.199
C 3.273 -3.065 -1.025
C 1.975 -2.604 -1.116
H 1.448 -2.610 -2.057
H 3.775 -3.431 -1.908
H 4.937 -3.442 0.275
H 3.783 -2.608 2.281
H 1.489 -1.744 2.124
H -0.124 0.221 1.019
H -0.899 -1.151 1.829
C -3.235 -0.771 1.072
O -3.076 -1.260 2.166
C -4.525 -0.482 0.460
C -5.693 -1.041 0.986
C -6.888 -0.811 0.348
C -6.962 -0.035 -0.803
C -5.815 0.534 -1.311
C -4.583 0.325 -0.683
O -3.518 0.946 -1.212
H -5.843 1.147 -2.196
H -7.917 0.116 -1.282
F -8.021 -1.350 0.841
H -5.633 -1.656 1.870
H 0.605 2.038 -2.177
C 2.361 1.697 0.641
C 2.874 1.159 1.818
C 4.048 0.417 1.845
C 4.689 0.227 0.645
C 4.198 0.785 -0.536
C 3.049 1.535 -0.568
H 2.732 2.003 -1.483
O 5.033 0.463 -1.571
C 6.056 -0.331 -1.010
O 5.838 -0.461 0.379
H 6.047 -1.327 -1.479
H 7.033 0.147 -1.186
H 4.442 0.014 2.762
H 2.337 1.344 2.736

***

63
Properties=species:S:1:pos:R:3 method="wB97M-V/def2-TZVPD" lumo_ha=0.162 total_energy_ev=-179281.8481 e_homo_ev=-0.30 total_charge=-2 relative_energy_ev=0.000
Pd -0.988 1.976 -1.545
N 2.380 0.078 -2.299
C 3.064 1.140 -1.720
C 4.399 1.367 -1.403
C 4.700 2.581 -0.805
C 3.711 3.535 -0.516
C 2.377 3.315 -0.815
C 2.077 2.102 -1.429
N 0.864 1.569 -1.816
C 1.067 0.387 -2.286
C -0.022 -0.466 -2.796
C 0.339 -1.864 -2.997
S -0.645 -2.532 -4.299
C -1.058 -0.909 -4.737
N -0.644 0.054 -3.998
H 2.707 -0.806 -2.660
H 5.168 0.631 -1.600
H 5.730 2.796 -0.544
H 4.002 4.462 -0.039
H 1.602 4.027 -0.586
H 0.732 -2.517 -2.234
H -1.610 -0.738 -5.653
O -3.643 5.057 -1.833
Se -2.751 4.103 -0.883
O -1.121 4.206 -1.264
O -2.980 2.464 -1.264
O -2.984 4.362 0.705
C -1.060 -0.042 -1.597
Ge -0.870 -0.689 0.214
C 0.819 -0.094 1.057
C 0.835 1.213 1.567
C 1.976 1.744 2.150
C 3.128 0.973 2.250
C 3.119 -0.322 1.766
C 1.973 -0.838 1.177
C -0.813 -2.659 0.407
C -1.308 -3.471 -0.612
C -1.343 -4.854 -0.489
C -0.871 -5.458 0.663
C -0.369 -4.673 1.691
C -0.343 -3.293 1.560
C -2.235 -0.217 1.566
C -2.712 -1.156 2.486
C -3.668 -0.809 3.436
C -4.164 0.486 3.478
C -3.710 1.427 2.564
C -2.759 1.074 1.622
H -1.990 -0.382 -2.063
H -0.042 1.836 1.463
H 1.967 2.767 2.511
H 4.028 1.383 2.693
H 4.015 -0.932 1.821
H 1.994 -1.841 0.769
H -1.668 -3.023 -1.528
H -1.718 -5.456 -1.307
H -0.888 -6.538 0.760
H 0.000 -5.139 2.599
H 0.047 -2.692 2.377
H -2.346 -2.176 2.457
H -4.028 -1.551 4.139
H -4.913 0.758 4.215
H -4.093 2.440 2.552
H -2.462 1.829 0.905